(1)
{
  "formula": "C2H3F3S2",
  "method": "wB97M-V/def2-TZVPD",
  "lumo_energy_ev": [0.5, -2.9],
  "spin_multiplicity": 3,
  "charge": 0,
  "orbital_gap_ev": [6.28, 6.50],
  "species": ["C", "C", "F", "F", "F", "S", "S", "H", "H", "H"],
  "coordinates": [[-0.4560, -0.7681, 0.0826], [0.2002, 0.8999, -0.9765], [0.0218, 0.6209, -2.2648], [1.5287, 1.1011, -0.8717], [-0.4162, 2.0203, -0.6973], [-1.5113, -0.1045, 1.3035], [0.8738, -1.9019, 0.4751], [-1.1520, -1.2005, -0.6148], [-0.6450, 0.4560, 2.0231], [1.5559, -1.1232, 1.5408]],
  "atomic_forces_ev_per_a": [[-1.2, -4.5, 3.4], [2.7, 3.6, -2.9], [-0.8, -0.7, -0.1], [0.0, -0.1, 0.7], [-0.6, 0.9, 0.3], [-1.6, -1.0, -1.7], [0.5, 1.8, 1.3], [0.3, -0.2, -0.8], [2.0, 1.3, 1.7], [-1.3, -1.1, -1.9]],
  "lowdin_charge": [-1.017, -0.580, 0.129, 0.098, 0.130, 0.789, 0.666, 0.007, -0.177, -0.045]
}

(2)
{
  "formula": "C2H3F4NO",
  "method": "wB97M-V/def2-TZVPD",
  "lumo_energy_ev": [0.4, 0.4],
  "charge": 0,
  "de_lowest_kcal_mol": 67.61,
  "orbital_gap_ev": [8.92, 8.92],
  "species": ["C", "C", "N", "O", "F", "F", "F", "F", "H", "H", "H"],
  "coordinates": [[1.1012, 0.4550, -0.3982], [-1.1597, 0.4784, 0.2867], [1.2824, -0.8973, -0.6701], [-1.1657, -0.7458, 0.8942], [1.6706, 0.9490, 0.6651], [1.3618, 1.2105, -1.4922], [-1.9093, 0.7077, -0.8035], [-1.2911, 1.5396, 1.0797], [1.6018, -1.5076, 0.0487], [0.4815, -1.4269, -1.0170], [-1.9735, -0.7625, 1.4068]],
  "atomic_forces_ev_per_a": [[-4.5, -0.9, -0.3], [5.8, 0.6, -2.1], [0.2, -0.8, -0.5], [-0.8, 1.6, -0.9], [0.9, 0.0, 0.3], [-0.3, -0.2, 1.0], [-0.7, -0.9, 0.6], [-0.6, -0.4, 0.7], [0.7, 0.3, 1.0], [0.0, 1.1, -0.3], [-0.7, -0.5, 0.7]],
  "lowdin_charge": [-0.464, -0.487, 0.128, 0.085, 0.141, 0.090, 0.099, 0.111, 0.086, 0.103, 0.109]
}

(3)
{
  "formula": "C2H3FHgO2",
  "method": "wB97M-V/def2-TZVPD",
  "lumo_energy_ev": [0.3, -2.8],
  "spin_multiplicity": 3,
  "charge": 0,
  "de_lowest_kcal_mol": 6.78,
  "orbital_gap_ev": [6.97, 7.04],
  "species": ["F", "H", "O", "C", "C", "O", "H", "H", "Hg"],
  "coordinates": [[2.3315, -1.6089, -1.6694], [2.3250, -0.8457, -2.2218], [-0.2940, 0.6700, -1.3939], [0.1726, 0.4730, -0.3649], [-0.2287, 0.1554, 1.0794], [-1.3583, 0.7853, 1.3609], [0.6672, 0.4772, 1.6520], [-0.2352, -0.9589, 1.0989], [-3.3801, 0.8526, 0.4587]],
  "atomic_forces_ev_per_a": [[0.0, 0.7, -0.6], [-0.1, -0.7, 0.6], [-2.3, 0.6, -2.3], [3.6, -1.0, 2.3], [1.0, -1.0, -2.3], [-2.0, 1.4, 1.9], [-0.8, 0.1, 0.3], [0.0, 0.3, 0.2], [0.5, -0.2, 0.0]],
  "lowdin_charge": [-0.099, 0.091, 0.068, -0.203, -0.417, -0.473, 0.122, 0.122, 0.788]
}

(4)
{
  "formula": "C2H3FLuO2P",
  "method": "wB97M-V/def2-TZVPD",
  "lumo_energy_ev": [-5.4, -5.6],
  "spin_multiplicity": 2,
  "charge": 1,
  "orbital_gap_ev": [7.58, 7.10],
  "species": ["P", "F", "O", "C", "H", "H", "C", "O", "Lu", "H"],
  "coordinates": [[3.4294, 0.6112, 0.5506], [3.5079, -0.9681, -0.5313], [-0.0263, 1.1834, -0.4462], [-1.1971, 0.7322, 0.0994], [-2.1044, 1.0338, -0.4709], [-1.3809, 1.0907, 1.1381], [-1.2531, -0.7606, 0.1796], [-0.2798, -1.4398, -0.1347], [1.4440, -0.2409, -1.0136], [-2.1398, -1.2418, 0.6289]],
  "atomic_forces_ev_per_a": [[-0.3, -1.0, -0.8], [-0.5, 0.8, 0.3], [1.3, -1.3, -0.8], [-0.8, -0.3, -0.1], [0.2, 0.1, 0.2], [0.1, -0.1, -0.3], [-0.5, 0.7, 1.0], [0.8, -0.2, -0.6], [-0.5, 1.3, 1.3], [0.2, 0.0, -0.3]],
  "lowdin_charge": [0.604, -0.733, -0.422, -0.334, 0.151, 0.156, -0.153, -0.102, 1.676, 0.157]
}

(5)
{
  "formula": "C2H3FN2O",
  "method": "wB97M-V/def2-TZVPD",
  "lumo_energy_ev": [0.4, 0.4],
  "charge": 0,
  "de_lowest_kcal_mol": 131.18,
  "orbital_gap_ev": [8.72, 8.91],
  "species": ["C", "C", "N", "N", "O", "F", "H", "H", "H"],
  "coordinates": [[-0.4219, 1.3687, -0.4120], [-0.6328, -0.8901, 0.1487], [-1.0986, 0.4477, 0.0556], [1.4442, -0.0178, -0.5603], [0.6017, -0.9902, -0.4880], [1.9393, 0.3925, 0.6695], [-0.1042, 2.3589, -0.4961], [-0.4468, -1.0618, 1.3090], [-1.2809, -1.6079, -0.2264]],
  "atomic_forces_ev_per_a": [[0.9, -5.4, 1.4], [1.7, 1.2, 4.4], [0.3, 3.6, -1.5], [-1.5, 3.1, -2.9], [0.7, -2.5, -0.2], [0.1, -0.4, 2.0], [-0.4, 1.4, -0.2], [-0.7, 0.2, -2.2], [-1.2, -1.2, -0.9]],
  "lowdin_charge": [0.148, -0.233, 0.040, -0.041, -0.144, -0.117, 0.070, 0.173, 0.105]
}

(6)
{
  "formula": "C2H3FO",
  "method": "wB97M-V/def2-TZVPD",
  "lumo_energy_ev": [0.4, 0.0],
  "charge": 0,
  "de_lowest_kcal_mol": 115.60,
  "orbital_gap_ev": [8.84, 8.65],
  "species": ["C", "C", "O", "F", "H", "H", "H"],
  "coordinates": [[1.1330, 0.5560, 0.0496], [-1.2558, -0.4347, 0.0698], [1.3934, 1.6768, -0.1699], [-1.0034, -1.5426, -0.6410], [1.8733, -0.3855, -0.0077], [-0.8686, -0.3684, 1.0640], [-1.2718, 0.4985, -0.3648]],
  "atomic_forces_ev_per_a": [[0.5, -1.0, -0.3], [1.1, -0.9, 1.2], [0.1, -0.5, 0.1], [-0.1, 0.4, 0.1], [-0.8, 1.3, 0.0], [-0.2, -0.9, 0.8], [-0.6, 1.5, -1.9]],
  "lowdin_charge": [-0.104, -0.052, 0.037, -0.041, 0.110, 0.035, 0.015]
}